No. 1
Here is an isolated molecule of C4H6FN at a distorted geometry from the Open Molecules 2025 dataset. Energies are from wB97M-V/def2-TZVPD.

Last column: Löwdin charge in e.
Cartesian coordinates (Å):
C -0.0119 0.1892 -0.3308  -0.441
C 1.0128 -1.0357 0.0866  -0.099
C -1.4389 -0.1154 -0.1946  -0.128
C -2.4917 -0.4524 0.1690  0.076
H 1.1781 1.9642 -0.4865  0.156
H 0.7216 1.4794 1.2059  0.140
H 0.3211 0.3931 -1.3557  0.127
H 0.9487 -1.8533 -0.5512  0.088
H 0.8857 -1.2369 1.1729  0.123
H -3.6578 -0.4797 0.1408  0.085
N 0.3009 1.5023 0.1391  -0.035
F 2.2314 -0.3547 0.0045  -0.092

Computed properties:
LUMO energy = 0.0343 hartree
SMILES = C#C[C@@H](N)CF
2S+1 = 1
HOMO-LUMO gap = 0.39475 Eh
Highest occupied orbital energy = -9.8 eV
Charge = 0
ΔE to the lowest compared entry with this formula, charge and spin = 3.4084 eV

***

No. 2
Here is a cluster of 2 separate species, C4H6FN2O in total at a distorted geometry from the Open Molecules 2025 dataset. Energies are from wB97M-V/def2-TZVPD.

Last column: Löwdin charge in e.
Cartesian coordinates (Å):
C -1.3458 0.8752 -0.4263  0.028
C -1.2567 0.1244 0.7396  0.020
C -2.0575 -1.0808 -0.8870  -0.028
C 2.8610 -0.0037 0.7481  -0.467
N -1.7920 0.1394 -1.4353  0.152
N -1.7271 -1.0906 0.3843  0.126
O 2.0746 -0.9254 0.5382  0.085
F 2.6235 1.1529 0.0263  -0.026
H -1.0936 1.8694 -0.5168  0.132
H -0.7911 0.3193 1.8160  0.200
H -2.3942 -1.9614 -1.3734  0.153
H 4.1301 -0.1703 0.7980  0.237
H 3.1377 0.3185 1.8285  0.180
H -2.3687 0.4330 -2.2403  0.208

Computed properties:
LUMO energy (alpha / beta) = -0.1945 / -0.3091 hartree
2S+1 = 1
HOMO-LUMO gap (alpha / beta) = 0.35290 / 0.19518 Eh
Highest occupied orbital energy (alpha / beta) = -14.9 / -13.7 eV
Charge = +1
ΔE to the lowest compared entry with this formula, charge and spin = 3.1698 eV

***

No. 3
Here is a cluster of 2 separate species, C4H6FN2O2 in total at a distorted geometry from the Open Molecules 2025 dataset. Energies are from wB97M-V/def2-TZVPD.

Last column: Löwdin charge in e.
Cartesian coordinates (Å):
C 0.1499 -0.3580 0.5950  -0.254
H -1.3340 1.1550 0.6885  0.105
F 2.4246 0.2809 -0.9979  -0.746
C -0.5153 0.8721 0.0133  -0.220
H 0.2522 1.6576 0.0648  0.118
N 1.0716 -0.1787 1.7543  -0.358
O 0.5545 0.1974 2.7903  0.035
O 2.1004 -0.8208 1.7201  0.092
C 0.2818 -1.6155 -0.1934  -0.221
N 0.3767 -2.5115 -0.9288  0.156
C -1.0527 0.6214 -1.3893  -0.113
H -0.2386 0.5059 -2.1181  0.082
H -1.6687 -0.2910 -1.4336  0.071
H -1.6783 1.4680 -1.7072  0.066
H -0.7242 -0.9828 1.1421  0.186

Computed properties:
LUMO energy = 0.1134 hartree
2S+1 = 1
HOMO-LUMO gap = 0.25985 Eh
Highest occupied orbital energy = -4.0 eV
Charge = -1
ΔE to the lowest compared entry with this formula, charge and spin = 3.5999 eV

***

No. 4
Here is an isolated molecule of C4H6FN3 at a distorted geometry from the Open Molecules 2025 dataset. Energies are from wB97M-V/def2-TZVPD.

Last column: Löwdin charge in e.
Cartesian coordinates (Å):
C -1.3988 -0.2606 -0.4694  -0.229
C -0.8291 0.8532 0.3345  -0.182
C 1.0277 -0.6022 0.0591  -0.435
C -0.3653 -0.5475 0.6176  -0.091
H -1.0825 -0.3250 -1.5346  0.170
H -1.4762 1.4044 0.9980  0.152
H 0.5210 2.2753 0.3108  0.087
H 2.1397 0.7817 -0.9296  0.132
H 1.2595 -2.4544 0.1615  0.053
H -0.5632 -1.1012 1.5587  0.160
N 0.3058 1.5515 -0.3160  0.007
N 1.4432 0.6989 -0.2128  0.034
N 1.7105 -1.6290 -0.2621  0.117
F -2.6924 -0.6452 -0.3156  0.026

Computed properties:
LUMO energy = 0.0350 hartree
SMILES = [H]/N=C1/NN[C@H]2[C@H](F)[C@@H]12
2S+1 = 1
HOMO-LUMO gap = 0.35450 Eh
Highest occupied orbital energy = -8.7 eV
Charge = 0
ΔE to the lowest compared entry with this formula, charge and spin = 2.0260 eV

***

No. 5
Here is an isolated molecule of C4H6FNO at a distorted geometry from the Open Molecules 2025 dataset. Energies are from wB97M-V/def2-TZVPD.

Last column: Löwdin charge in e.
Cartesian coordinates (Å):
C -1.5522 -0.6887 0.2080  -0.036
C -0.2427 -0.3918 -0.5495  -0.301
C 1.2615 1.1992 0.3078  -0.057
C 1.0480 -0.2584 0.1413  -0.304
H -1.3637 -1.6118 0.8974  0.101
H -1.7504 0.4425 0.7798  0.163
H -2.4677 -0.7465 -0.5130  0.101
H 0.0975 -0.9353 -1.4650  0.168
H 2.0569 1.7130 0.7878  0.114
H 1.0383 -0.6537 1.1199  0.136
N 0.3048 1.8363 -0.2356  0.062
O -0.4969 1.0139 -0.9215  -0.141
F 2.0667 -0.9187 -0.5575  -0.008

Computed properties:
LUMO energy = 0.0351 hartree
SMILES = C[C@H]1ON=C[C@@H]1F
2S+1 = 1
HOMO-LUMO gap = 0.39814 Eh
Highest occupied orbital energy = -9.9 eV
Charge = 0
ΔE to the lowest compared entry with this formula, charge and spin = 3.0203 eV

***

No. 6
Here is an isolated molecule of C4H6FNO at a distorted geometry from the Open Molecules 2025 dataset. Energies are from wB97M-V/def2-TZVPD.

Last column: Löwdin charge in e.
Cartesian coordinates (Å):
C 2.0546 0.2475 0.1150  -0.095
C 0.5126 0.7155 -0.0878  -0.381
C -1.4054 -0.6008 0.6942  -0.123
C -1.5579 -0.3077 -0.7452  -0.119
H 2.4255 0.4046 1.1785  0.127
H 2.8354 0.8312 -0.5658  0.148
H -1.7663 -1.6213 1.0110  0.127
H -1.4125 0.2340 1.4108  0.120
H -2.0913 -0.8591 -1.4970  0.101
H -1.7884 0.7072 -1.0130  0.092
N -0.2282 -0.5286 -0.1269  -0.036
O 0.1393 1.8520 -0.0866  0.122
F 2.2826 -1.0745 -0.2871  -0.083

Computed properties:
LUMO energy = 0.0359 hartree
SMILES = O=C(CF)N1CC1
2S+1 = 1
HOMO-LUMO gap = 0.40161 Eh
Highest occupied orbital energy = -10.0 eV
Charge = 0
ΔE to the lowest compared entry with this formula, charge and spin = 2.3663 eV

***

No. 7
Here is an isolated molecule of C4H6FNOS at a distorted geometry from the Open Molecules 2025 dataset. Energies are from wB97M-V/def2-TZVPD.

Last column: Löwdin charge in e.
Cartesian coordinates (Å):
C -2.0459 0.2458 0.9842  -0.495
C 0.0163 -0.6426 0.3903  -0.218
C -1.0099 1.5276 -1.2288  -0.531
C 2.3295 -0.9819 0.3101  -0.069
N -1.0154 -0.4284 1.0880  0.028
O 1.1416 -0.8611 1.0264  -0.051
F -1.1368 0.5100 -2.1489  -0.147
S -2.2900 1.6457 -0.0199  0.902
H -2.9562 -0.0288 1.6911  0.121
H -0.1397 -0.7317 -0.6997  0.135
H -0.6454 2.4926 -1.5498  0.017
H 2.9284 -1.5952 0.8957  0.072
H 2.5982 0.0722 0.0978  0.101
H 2.2253 -1.2242 -0.8364  0.133

Computed properties:
LUMO energy (alpha / beta) = 0.0010 / 0.0006 hartree
2S+1 = 1
HOMO-LUMO gap (alpha / beta) = 0.25665 / 0.25501 Eh
Highest occupied orbital energy (alpha / beta) = -7.0 / -6.9 eV
Charge = 0
ΔE to the lowest compared entry with this formula, charge and spin = 4.9922 eV

***

No. 8
Here is an isolated molecule of C4H6I2O at a distorted geometry from the Open Molecules 2025 dataset. Energies are from wB97M-V/def2-TZVPD.

Last column: Löwdin charge in e.
Cartesian coordinates (Å):
C -0.8691 0.4108 0.2997  -0.816
C 0.3135 -0.1862 -0.2641  -0.666
C -2.1164 0.8641 -0.3803  -0.195
C 1.5128 -0.7750 0.4774  -0.338
O 2.5698 -1.0751 -0.4502  -0.133
I -0.8613 0.6682 2.3913  0.882
I 0.2727 -0.6230 -2.3873  0.877
H -1.9467 1.8755 -0.5612  0.057
H -2.1374 0.2162 -1.2855  0.025
H -2.8315 0.7955 0.4574  0.043
H 1.8528 -0.0096 1.1363  0.076
H 0.9836 -1.6831 0.9517  0.146
H 3.2571 -0.4784 -0.3853  0.043

Computed properties:
LUMO energy = 0.0034 hartree
SMILES = C/C(I)=C(\I)CO
2S+1 = 1
HOMO-LUMO gap = 0.31618 Eh
Highest occupied orbital energy = -8.5 eV
Charge = 0
ΔE to the lowest compared entry with this formula, charge and spin = 1.1211 eV